Record 1
DFT (ωB97M-V/def2-TZVPD) results for a cluster of 12 separate species, C30H84N4O12 in total.

Structure (XYZ):
```
130
C30H84N4O12, DFT ωB97M-V/def2-TZVPD
H 3.87 -3.30 -1.61
H 3.92 -0.41 -0.05
H 0.93 -0.01 -2.85
O 2.84 1.99 0.32
H 2.56 0.53 2.90
H -1.38 -1.52 0.29
O -1.51 -3.16 -3.40
C 3.38 -2.94 -2.40
H 1.90 0.30 0.21
O 1.24 -0.39 0.27
H -3.11 -1.63 -4.31
H 4.66 4.69 0.24
C 3.95 2.82 0.41
H 6.46 0.62 -0.30
H 0.25 1.87 4.31
C -4.69 -0.19 -4.47
C 0.53 0.65 -3.66
H 7.67 0.13 1.02
H -0.58 5.01 -1.70
H 7.33 -0.84 -0.48
N -2.17 -4.01 -1.34
H -0.24 5.08 1.92
H -3.37 2.78 -0.90
H -5.12 -0.89 -5.23
H -4.45 -1.99 -3.40
H -0.26 -3.08 3.15
N 3.93 4.08 0.04
C -0.91 -0.94 -0.51
H -0.48 -1.71 -1.12
H 0.62 2.33 -2.23
H 6.03 2.91 1.01
N -1.28 -5.41 -2.81
C 5.74 -0.88 1.06
C -0.85 4.80 -0.65
H 5.08 1.58 1.41
O -4.96 0.56 -0.27
H -6.29 -0.23 -3.11
H -3.27 0.19 0.41
O 5.39 -0.18 2.01
H 2.91 4.39 -0.03
H -5.46 1.32 -0.57
H -1.27 -1.50 4.27
H -1.94 0.05 5.00
C -3.33 -1.10 3.56
C 2.32 1.27 4.89
O 1.36 0.92 -4.55
C -1.59 -4.19 -2.46
H -0.85 3.36 1.82
H 4.10 -2.23 0.34
H -3.16 1.50 -2.06
H 4.94 -0.71 2.69
H -3.48 2.14 1.91
H -4.78 -0.35 4.27
C -0.04 1.90 -2.96
H 3.45 -3.73 -3.11
C 0.33 4.17 0.18
H 0.35 1.36 1.90
H 2.19 -4.13 -0.33
C 0.82 1.05 4.82
H 4.99 -1.49 -0.94
H -2.71 -3.16 -1.19
H 6.07 -1.85 1.53
C -0.60 -0.25 -4.18
H 0.31 -2.70 -2.78
H -2.39 -1.55 5.59
H 2.58 0.36 5.35
H 1.01 -3.94 2.18
C -0.01 4.04 1.61
H -6.33 1.26 -4.20
H -1.02 -5.64 -3.74
H 3.96 -2.10 -2.81
C 6.85 -0.18 0.29
C 0.54 -2.99 2.35
H -3.21 -3.29 3.57
H 2.50 2.16 2.89
H -1.13 1.20 1.28
C -0.27 0.62 1.44
C -4.32 1.73 1.34
H -0.59 -0.22 2.02
H -1.76 4.18 -0.66
H -2.13 -2.48 2.45
H -3.38 -0.73 -2.77
H 1.83 -1.81 -1.42
O 1.25 -2.55 -3.00
H -3.35 -0.30 2.86
O -4.48 -1.24 3.96
H -2.09 -4.69 -0.57
H -1.35 0.21 -4.85
O 1.36 4.77 -0.20
O 2.66 2.28 5.54
H -4.94 2.58 1.11
H 0.87 3.69 2.16
H -3.81 -2.65 2.02
O -4.17 0.66 -5.23
H 3.97 1.30 3.43
H 0.54 0.16 4.26
H 1.40 4.78 -1.15
C -3.84 1.01 0.09
H -4.78 1.22 -5.67
H -4.96 1.10 1.99
H 2.25 0.78 -4.12
H 1.32 -1.27 2.08
H -1.13 -0.72 -3.41
N 5.09 2.52 1.02
H -1.97 1.74 -0.77
H -0.19 -1.13 -4.81
H -1.67 -0.46 -1.05
H -1.01 -6.04 -2.14
C 2.93 1.36 3.49
C 1.94 -2.72 -1.95
C -3.13 -2.44 2.88
C -3.86 -1.13 -3.65
O 1.48 -1.93 2.71
C -2.17 -0.99 4.68
H -0.99 1.63 -2.52
H 0.10 0.91 -0.56
H 1.70 -4.88 -1.75
H 0.46 -3.73 -0.93
C 0.12 0.07 0.11
H -0.18 2.73 -3.59
C -3.07 1.79 -0.97
H -0.10 -2.74 1.49
C -5.76 0.56 -3.63
H 0.38 0.93 5.76
H -1.25 5.74 -0.29
C 4.62 -1.25 0.08
H 0.38 3.09 -0.18
H -5.36 1.11 -2.84
H 2.21 2.26 6.37
C 1.52 -3.95 -1.18
```

The energy above the lowest of the compared OMol25 structures with the same formula, charge and spin is 48.6 kcal/mol. Its SMILES is NC(N)=O.NC(N)=O.CC(C)O.CC(C)O.CC(C)O.CC(C)O.CC(C)O.CC(C)O.CC(C)O.CC(C)O.CC(C)O.CO. The HOMO-LUMO gap is 9.23 eV. The max |F| comes out at 11.9 eV/Å.

=====

Record 2
DFT (ωB97M-V/def2-TZVPD) results for the ion CHN4O2 with charge -1.

Structure (XYZ):
```
8
CHN4O2, DFT ωB97M-V/def2-TZVPD
C 1.24 0.59 -0.05
N -0.27 -1.64 -0.12
O 2.35 0.11 -0.15
N -1.29 -0.02 0.34
N -1.55 -1.28 -0.19
H -1.41 0.85 -0.08
N 0.11 -0.34 0.31
O 0.82 1.74 -0.06
```

The energy above the lowest of the compared OMol25 structures with the same formula, charge and spin is 63.9 kcal/mol. Its SMILES is O=C([O-])n1nn[nH]1. Its total charge is -1. The HOMO-LUMO gap is 9.67 eV. The max |F| comes out at 3.3 eV/Å.

=====

Record 3
DFT (ωB97M-V/def2-TZVPD) results for a cluster of 10 separate species, C29H83N7O10 in total.

Structure (XYZ):
```
129
C29H83N7O10, DFT ωB97M-V/def2-TZVPD
H 0.98 -3.61 2.20
H 0.85 -0.73 -0.57
H -1.38 2.49 1.03
H -7.78 -2.29 -2.26
H -2.53 1.48 -2.89
H -2.39 4.94 2.20
H -1.33 6.86 -1.65
H -4.27 -1.96 2.59
H -4.12 -0.94 1.17
H -1.92 1.13 0.60
C -5.65 0.31 -2.11
H 3.66 2.64 0.19
H -4.19 1.48 3.96
H -1.45 -0.39 5.86
H 0.20 6.60 -2.06
H 0.61 -3.00 4.13
H -0.60 -4.66 3.00
C 5.07 -1.98 1.48
N -3.19 1.39 3.97
H -8.07 -0.66 -2.96
H 3.48 -0.56 1.72
C -3.87 -1.92 1.57
O 1.35 -3.33 -3.78
H -7.71 -0.84 -1.27
C 3.44 -1.87 4.05
H 1.40 2.86 0.57
O -3.77 -0.35 5.08
O -1.35 3.31 2.84
C 0.61 2.35 -4.85
H 3.65 -0.81 4.22
C -0.79 -3.64 2.65
H 6.15 -0.27 0.72
H 1.83 1.04 5.61
H 4.85 -3.85 -5.96
H -0.59 4.93 4.59
C -3.23 -0.78 -2.03
H 4.47 1.12 -0.13
H 2.40 2.49 2.88
C -4.17 0.29 -2.69
H 3.12 -1.91 0.66
H -0.90 -0.75 -0.23
C -1.52 5.24 4.12
N -1.70 0.35 5.22
H 0.95 3.07 5.00
O 3.00 -2.33 2.75
H 3.41 1.19 3.24
C 2.74 -4.26 -5.46
C 3.97 -4.29 -6.41
N -3.42 1.50 -2.41
H 1.76 -1.68 -2.58
H -1.06 1.02 4.82
H 0.77 0.28 -4.19
C -0.41 -2.77 3.81
H 3.41 2.36 4.37
H 1.03 0.41 4.21
N -1.33 1.86 0.24
C -0.05 -0.12 -0.51
N 5.18 -3.40 1.33
O -1.78 4.23 -0.99
O -2.49 -2.08 1.83
C 0.89 -2.22 -2.96
H 0.37 2.63 -3.83
H -2.56 2.10 3.62
H -0.61 3.06 3.39
C 2.69 1.86 3.72
H 4.62 -3.83 2.05
H -6.20 1.13 -2.57
H -5.56 0.39 -1.02
H 0.11 4.19 -1.27
O -1.09 0.72 -4.65
C -0.62 4.97 -1.06
H 0.53 0.41 -5.89
H 1.08 2.40 -1.04
H 3.05 -4.97 -4.69
H -1.47 0.49 -5.51
H 5.73 -1.87 2.35
H -2.31 4.85 4.76
C -0.06 1.16 0.33
C -0.73 6.04 -2.06
H -1.56 3.34 -0.70
C -7.48 -1.25 -2.26
H 4.26 -5.32 -6.62
O 0.56 2.34 4.52
H -4.17 -0.02 -3.74
C 3.58 1.71 -0.37
H -2.20 -0.76 -2.40
H -1.11 5.75 -3.04
C -2.20 -3.47 2.07
N 1.60 -4.90 -6.10
H -2.36 -3.97 1.11
H 4.34 -2.44 4.26
H -2.91 -3.93 2.76
H 0.16 -2.38 1.54
O -6.12 -0.97 -2.38
H -1.50 6.33 4.09
H 3.87 -3.82 -7.39
H 1.62 2.56 -5.19
H 0.14 -1.63 -3.50
H -0.65 5.19 2.14
H -0.12 2.90 -5.46
C 5.89 -1.28 0.39
H -3.03 1.45 -1.49
H 6.11 -3.62 1.65
H 3.44 1.86 -1.44
H 0.82 -4.99 -5.47
H -4.33 -2.62 0.87
H -1.06 -2.89 4.68
H 3.14 -2.48 -4.24
H -0.33 5.34 -0.08
C 3.59 -1.64 1.61
H 6.81 -1.83 0.22
H -0.29 0.19 -1.53
N 0.17 -3.38 1.64
H 5.35 -1.18 -0.55
C -1.45 4.73 2.71
C 0.25 0.87 -4.95
H -0.50 -1.75 3.44
C 1.24 1.98 -0.05
H 2.66 -2.15 4.76
C 2.29 -2.91 -4.76
O 2.38 1.13 0.06
C 1.51 1.30 4.60
H -3.40 -0.75 -0.96
H 0.34 -2.54 -2.08
C -2.88 0.36 4.72
H 0.18 0.64 1.26
H 2.04 -2.26 -5.61
H -3.57 -1.77 -2.33
H 1.70 -5.80 -6.53
```

Its total charge is +1. Its multiplicity is 2. The HOMO-LUMO gap (spin up / spin down) is 6.86 / 1.52 eV. The max |F| comes out at 5.1 eV/Å.

=====

Record 4
DFT (ωB97M-V/def2-TZVPD) results for an isolated molecule of C6H7NO2S.

Structure (XYZ):
```
17
C6H7NO2S, DFT ωB97M-V/def2-TZVPD
H -0.54 -1.92 0.99
H 0.77 0.87 1.81
C 0.79 -1.45 -1.67
C -1.18 1.08 -0.83
H -1.29 0.50 -1.74
C 1.88 -0.54 0.28
C -0.73 2.28 -0.57
S -1.91 -0.11 0.43
N 0.77 -0.99 -0.46
C 0.93 -0.26 1.52
H -0.61 2.69 0.47
O -2.65 -1.10 -0.25
O 3.02 -0.49 0.06
H 1.33 -0.68 2.44
H -0.18 -2.01 -1.87
H -0.22 3.08 -1.29
C -0.18 -0.96 0.67
```

The energy above the lowest of the compared OMol25 structures with the same formula, charge and spin is 139.2 kcal/mol. The HOMO-LUMO gap is 8.53 eV. The max |F| comes out at 5.8 eV/Å.

=====

Record 5
DFT (ωB97M-V/def2-TZVPD) results for the ion C3H7OS with charge -1.

Structure (XYZ):
```
12
C3H7OS, DFT ωB97M-V/def2-TZVPD
C -0.83 0.63 0.18
H -0.18 2.75 -0.36
H -0.06 -0.45 -1.39
H -1.79 0.18 0.33
H -0.45 0.98 1.14
H 1.19 0.40 -0.70
C 0.30 -0.15 -0.46
O 0.88 -1.10 1.71
S -1.28 2.09 -0.87
H 1.61 -1.73 -0.20
H -0.04 -2.24 0.22
C 0.66 -1.36 0.40
```

The energy above the lowest of the compared OMol25 structures with the same formula, charge and spin is 43.2 kcal/mol. Its SMILES is [O-]CCCS. Its total charge is -1. The HOMO-LUMO gap is 5.64 eV. The max |F| comes out at 2.1 eV/Å.

=====

Record 6
DFT (ωB97M-V/def2-TZVPD) results for a structure of composition C13H32O3PtSSi.

Structure (XYZ):
```
51
C13H32O3PtSSi, DFT ωB97M-V/def2-TZVPD
C 2.57 -3.38 -0.21
O 1.74 -1.09 -0.01
H 0.44 -3.53 -1.92
H 5.79 2.39 -0.77
H 4.45 2.74 2.00
H 2.75 2.72 1.46
H -0.25 -3.67 0.73
C 0.32 -2.77 0.93
S 1.13 0.68 2.38
H -3.04 -0.41 0.15
C 5.54 1.51 -0.18
H 3.51 2.44 -1.57
C 3.79 2.72 1.12
H -2.24 0.63 -1.16
H 2.14 1.60 -0.79
H 5.42 -0.58 2.70
C -2.12 -0.05 -0.32
C 0.64 -2.50 -1.55
H 4.42 -3.45 4.77
Si 2.45 -0.49 1.38
C 1.32 -2.48 -0.17
H 6.20 1.51 0.70
H -1.83 1.19 1.06
O 3.85 0.29 0.97
C 3.76 -3.32 3.90
H 2.34 -4.44 -0.42
H 5.57 -2.27 2.19
H 3.98 3.66 0.58
H 3.27 -3.01 -0.96
H -0.30 -1.93 -1.49
H -0.43 -1.96 1.07
O 2.97 -1.81 2.24
C 5.27 -1.61 3.00
H 0.81 -2.88 1.88
Pt -0.56 0.24 0.81
H 5.93 -1.80 3.85
H -1.49 -0.94 -0.59
H -0.49 1.86 0.60
H 2.32 -1.20 4.76
H 3.41 0.09 4.15
H 5.74 0.64 -0.80
H 2.75 -3.60 4.24
C 3.84 -1.89 3.41
C 4.07 1.53 0.21
C 3.36 -0.94 4.51
H 1.27 -2.00 -2.32
H 3.97 -1.03 5.42
H 3.40 0.69 -1.65
H 3.09 -3.33 0.74
H 4.06 -4.04 3.14
C 3.21 1.55 -1.02
```

The energy above the lowest of the compared OMol25 structures with the same formula, charge and spin is 37.9 kcal/mol. Its multiplicity is 3. The HOMO-LUMO gap (spin up / spin down) is 6.21 / 6.00 eV. The max |F| comes out at 4.1 eV/Å.

=====

Which formula does entry 3 have? C29H83N7O10

=====

max |F| of number 4 (C6H7NO2S)? 5.8 eV/Å

=====

Which of these has the lowest max |F|? C3H7OS

=====

The highest max |F| belongs to which entry? C30H84N4O12